# 1
The following is a quantum chemistry calculation of the molecule C5H7NO, from OMol25.

```
14
Properties=species:S:1:pos:R:3:forces:R:3:nbo_charge:R:1
C 0.2520 -1.2854 1.6365 0.02 0.20 0.04 -0.0529
N 0.4556 -0.0645 1.3792 -0.05 -0.44 0.04 -0.3935
C 1.0934 0.2510 0.1141 0.07 0.04 -0.16 -0.2512
C 0.2259 1.2116 -0.6995 0.09 0.06 0.01 -0.3912
C -1.1489 0.6828 -1.0436 -0.09 -0.18 0.02 -0.5516
C -1.5673 -0.5472 -0.8510 -0.20 -0.53 0.05 0.7156
O -1.9620 -1.6386 -0.6912 0.33 0.88 -0.13 -0.4735
H -0.2422 -1.5617 2.5688 0.09 0.06 -0.09 0.1780
H 0.5399 -2.1046 0.9605 -0.02 0.15 0.06 0.1442
H 1.3234 -0.6536 -0.4778 -0.08 0.09 0.10 0.1659
H 2.0430 0.7533 0.3341 -0.13 -0.08 -0.05 0.2123
H 0.7635 1.4631 -1.6235 -0.07 -0.02 0.15 0.2131
H 0.1115 2.1422 -0.1321 0.00 -0.13 -0.05 0.2196
H -1.8879 1.3516 -1.4744 0.05 -0.11 0.02 0.2651
```
Positions in Å, forces in eV/Å.

Energy relative to the best compared isomer or geometry (same formula, charge and spin) ... 43.7 kcal per mole
HOMO ... -8.832 eV
Charge ... 0
Spin multiplicity ... 1
SMILES ... C=NCCC=C=O

---

# 2
The following is a quantum chemistry calculation of a structure of composition C5H7NO at a distorted geometry, from OMol25.

```
14
Properties=species:S:1:pos:R:3:forces:R:3:nbo_charge:R:1
N 1.7720 -1.6344 0.6461 -0.06 0.28 -0.22 -0.6568
C 1.0257 -0.7206 0.2130 -0.05 -0.41 0.10 0.5625
O 1.3983 0.2675 -0.6903 -0.18 -0.13 0.07 -0.5228
C 0.7557 1.4650 -0.4196 -1.94 -0.74 0.96 -0.1354
C -0.9204 0.7621 0.1480 0.48 -0.29 0.76 -0.2774
C -1.3652 -0.4482 -0.6151 0.07 0.05 -0.13 -0.4096
C -0.4191 -0.5634 0.5534 0.05 -0.42 0.32 -0.3254
H 2.7207 -1.5233 0.2898 -0.02 0.00 0.01 0.3537
H -0.2822 1.6275 -0.8306 1.08 1.24 -1.63 0.2799
H 1.0267 1.8415 0.5653 -0.12 0.44 -0.28 0.1754
H -1.6116 1.3670 0.7337 0.41 -0.09 -0.08 0.2409
H -0.9763 -0.6130 -1.6179 0.04 0.02 0.17 0.2293
H -2.3747 -0.8280 -0.4573 0.23 0.29 -0.01 0.2344
H -0.7496 -0.9998 1.4814 0.01 -0.26 -0.02 0.2512
```
Positions in Å, forces in eV/Å.

Energy relative to the best compared isomer or geometry (same formula, charge and spin) ... 106.6 kcal per mole
HOMO ... -8.920 eV
Charge ... 0
Spin multiplicity ... 1

---

# 3
The following is a quantum chemistry calculation of a cluster of 2 separate species, C5H7NO in total, from OMol25.

```
14
Properties=species:S:1:pos:R:3:forces:R:3:nbo_charge:R:1
O 1.8825 -1.8996 -0.6746 -0.26 0.79 0.10 -0.4998
C 1.3180 -1.0699 -0.0157 0.65 -0.22 -0.23 0.6321
C 0.4499 -1.2409 1.1743 0.15 -0.27 0.15 -0.3916
C 0.3711 -0.0595 1.8253 -0.03 -0.07 -0.20 -0.1266
C 0.8444 0.9229 0.9165 0.12 0.29 -0.04 0.1208
N 1.6580 0.3774 0.0116 -0.25 -0.29 -0.01 -0.5997
H 0.3715 -2.2806 1.4972 -0.25 0.48 0.25 0.2345
H 0.5898 1.9882 0.8233 -0.02 -0.59 0.27 0.2177
H 2.0997 0.8960 -0.7309 0.05 -0.18 -0.15 0.4185
C -1.9177 0.4731 -0.9592 -0.12 0.05 -0.09 -0.8605
H -1.5140 1.4445 -1.2448 0.19 -0.09 -0.03 0.2024
H -2.9929 0.6189 -0.8127 0.23 -0.28 0.10 0.2201
H -1.7349 -0.2595 -1.7437 -0.13 0.13 -0.17 0.2162
H -1.4255 0.0890 -0.0668 -0.33 0.24 0.05 0.2158
```
Positions in Å, forces in eV/Å.

Energy relative to the best compared isomer or geometry (same formula, charge and spin) ... 88.3 kcal per mole
HOMO (alpha / beta) ... -9.021 / -8.364 eV
Charge ... 0
Spin multiplicity ... 1
SMILES ... O=C1C=C=CN1.C

---

What is the formula in the third record? C5H7NO

---

spin multiplicity of number 2 (C5H7NO)? 1

---

The lowest energy relative to the best compared isomer or geometry (same formula, charge and spin) belongs to which entry? number 1